Entry from OMol25: a structure of composition C22H37N9O3Ti at a distorted geometry (wB97M-V/def2-TZVPD).

```
72
Properties=species:S:1:pos:R:3:forces:R:3
Ti -0.1323 -0.0891 0.4856 -1.987 -1.094 -0.064
O -1.2154 1.1512 -1.0201 -0.177 -0.156 -0.065
O 3.1715 -3.1431 6.2526 -0.031 0.010 -0.057
O -1.5275 2.8107 -2.5017 -0.099 0.032 -0.009
N 0.7453 -0.8428 2.2755 -0.009 -0.170 0.409
N 1.7749 -1.6895 4.3465 -0.096 0.018 -0.218
N 0.7214 -1.7653 -0.3115 0.563 -0.708 -0.456
N -1.8784 0.1081 1.9637 -0.408 0.553 -0.076
N 0.0813 1.8465 1.2309 -0.141 1.164 0.708
N -0.5926 -0.5003 -3.1612 -0.103 -0.016 0.049
N -0.8964 0.8558 -3.2702 0.076 -0.072 0.073
N 1.6024 0.5242 -0.2434 0.941 0.308 -0.457
N -1.7807 -1.4278 -0.2976 -0.154 -0.264 0.159
C 1.2530 4.0201 1.0741 0.104 0.054 -0.005
C 2.7365 -2.8923 -1.2562 -0.086 0.017 -0.061
C 0.0720 -3.0547 -0.0837 -0.071 0.265 -0.031
C -3.0092 -0.8150 1.7001 0.180 0.063 -0.052
C -3.1166 -1.0445 0.2049 0.223 0.000 -0.002
C 2.4358 -0.3591 -0.8830 -0.331 -0.075 0.195
C 3.1080 -1.2258 4.7926 -0.116 0.010 -0.065
C 3.8961 -2.4293 5.2692 -0.066 -0.101 0.065
C 1.9631 -3.6677 5.7377 0.141 0.025 -0.010
C 3.9415 1.4350 -1.3802 0.066 -0.109 -0.054
C 3.1133 2.3151 -0.6499 0.300 0.263 -0.088
C -1.2205 1.5666 -2.1807 0.236 0.178 0.111
C -1.9109 3.6866 -1.4278 0.044 0.005 -0.012
C -0.9658 2.3687 2.1220 0.029 -0.245 -0.135
C 1.9726 1.8320 -0.0884 -0.226 -0.300 0.052
C 1.9274 -1.7035 -0.8384 0.165 0.163 -0.029
C 1.0431 -2.5431 5.3077 0.052 0.082 -0.075
C 1.2220 -1.2505 3.2505 0.290 -0.017 0.462
C 1.0324 2.5760 0.7751 0.187 0.042 -0.073
C 3.6133 0.1014 -1.4746 0.278 0.202 -0.046
C -1.4580 -2.8683 -0.1631 0.085 0.196 -0.015
C -2.2363 1.5508 1.9131 0.202 -0.210 -0.019
H 0.3977 -3.8084 -0.7970 0.035 -0.029 -0.071
H -3.4051 -0.1185 -0.2907 -0.001 0.018 -0.056
H -0.6244 2.2669 3.1544 0.060 -0.024 0.064
H -1.8703 -3.4214 -1.0060 -0.055 -0.048 -0.049
H 3.6118 -0.7310 3.9648 -0.021 0.015 -0.033
H 3.3943 3.3519 -0.5226 0.030 -0.046 -0.024
H 0.3451 4.5296 1.3830 -0.004 0.003 0.004
H -1.5322 -0.0676 2.8983 0.127 -0.108 0.057
H 4.8493 1.8026 -1.8389 -0.033 0.009 0.017
H -2.6446 1.7640 0.9295 -0.071 -0.014 -0.089
H 0.3984 -0.6549 -3.3036 0.081 0.018 0.011
H -2.9878 1.8096 2.6588 -0.044 0.013 0.086
H -3.9461 -0.4407 2.1136 -0.059 0.043 0.016
H -3.8788 -1.7906 -0.0225 -0.036 -0.062 0.001
H -1.7052 -1.1885 -1.2821 0.038 0.047 -0.047
H -2.1350 4.6374 -1.8955 0.004 0.022 -0.037
H 2.8690 -3.5740 -0.4126 -0.004 0.009 -0.025
H 1.6597 4.5345 0.2058 0.013 0.019 0.003
H 2.1675 -4.3291 4.8874 0.016 -0.033 -0.011
H -1.9362 -3.2561 0.7322 -0.024 -0.004 0.086
H -1.1840 3.4208 1.9605 0.001 0.105 -0.044
H 0.3505 -3.4141 0.9094 0.033 -0.022 0.067
H 2.9753 -0.5172 5.6116 -0.032 0.035 0.016
H 2.2496 -3.4564 -2.0547 -0.002 -0.002 0.002
H -1.0892 3.7970 -0.7220 -0.006 -0.013 0.000
H 1.9789 4.1210 1.8855 -0.002 -0.001 -0.021
H -2.7843 -1.7571 2.1989 0.015 -0.026 0.063
H 4.8231 -2.0979 5.7291 0.054 -0.025 0.038
H 3.7239 -2.6034 -1.6057 -0.025 -0.006 0.003
H 4.2663 -0.5839 -1.9993 -0.020 0.045 0.028
H 0.1394 -2.9280 4.8384 0.000 0.011 -0.039
H -2.7945 3.3012 -0.9255 -0.032 -0.011 0.011
H -1.1086 -1.0067 -3.8688 -0.036 -0.053 -0.060
H 4.1331 -3.0828 4.4215 0.004 -0.035 -0.013
H 0.7734 -1.9364 6.1734 -0.043 0.041 0.018
H 1.4947 -4.2457 6.5298 0.019 -0.034 0.057
H -0.8105 1.3476 -4.1452 -0.039 0.028 -0.136
```
Positions in Å, forces in eV/Å.

Multiplicity   3
Relative energy (zero: lowest compared OMol25 entry of this formula, charge and spin)   0.61 kcal per mole
Strongest force on any atom   2.3 eV/A
DFT total energy   -66072.9096 eV
HOMO-LUMO gap (alpha / beta)   5.98 / 8.60 eV
Total charge   +2
Highest occupied orbital energy (alpha / beta)   -11.380 / -14.365 eV